Density functional theory data (ωB97M-V with the def2-TZVPD basis set) for 8 unconnected molecules or ions with the total composition C48H40BrClFNO16S.

The value obtained for the max |F| is 0.013 Eh/bohr. The HOMO energy is -10.03 eV. The HOMO-LUMO gap is 0.304 hartree. Its SMILES is CC[C@@H](Cl)N([C@@H](Br)CC)S(=O)(=O)F.O=C1C=CC(=O)C=C1.O=C1C=CC(=O)C=C1.O=C1C=CC(=O)C=C1.O=C1C=CC(=O)C=C1.O=C1C=CC(=O)C=C1.O=C1C=CC(=O)C=C1.O=C1C=CC(=O)C=C1. The relative energy (zero: lowest compared OMol25 entry of this formula, charge and spin) is 0.0 kcal/mol.

Geometry as ORCA input:
```
! wB97M-V def2-TZVPD RIJCOSX def2/J DEFGRID3
* xyz 0 1
F -0.83767 -0.83126 -2.22323
H 0.92126 4.11532 8.56576
H 4.53170 -0.42026 -1.83477
O -0.91865 1.68851 -12.65826
O -0.82210 2.93035 10.06907
H -1.52670 3.34030 -3.97186
C 7.92443 0.25016 -1.82712
H -1.08126 0.38714 9.63372
Br -3.19758 -0.05012 -3.98621
H 1.45898 4.28049 -2.98517
Cl 1.13469 0.83055 -6.07020
C 7.72361 -3.66921 -3.19875
H 10.25773 -3.81794 -5.54454
H 6.58928 3.32565 -2.69446
C -2.54155 1.76829 -10.95594
C -3.19033 -1.28031 6.46624
H 1.72349 0.06502 4.29599
C 9.08581 -3.64317 -3.78651
O 4.32909 2.05883 -2.49434
O 1.99217 0.36067 6.39774
C -2.79990 1.93373 -9.66225
C 7.84412 1.68796 -2.20167
C -9.11137 -4.50669 10.14892
C 0.32618 0.38556 0.61958
H -6.69833 -1.31408 6.41112
O 8.30605 -4.24758 -7.19374
H 8.78897 2.20936 -2.28870
H -6.22574 -1.58274 3.97470
O -0.42145 -1.49482 -4.47723
C -4.57734 -1.24047 6.98720
H 2.69805 1.80002 2.77572
C -10.08828 -3.12991 8.36751
C -7.61934 -2.96574 8.95006
N -0.48171 0.99205 -3.86115
C -0.32062 2.24264 -9.20603
C 6.57999 -3.90983 -4.11375
C -5.68946 -1.35320 6.01118
C 1.52626 2.40887 7.46295
O -8.61680 -1.67772 7.24899
H -6.66420 -2.49078 8.75858
H -4.46142 2.98391 -3.82368
H -2.45758 2.48523 -2.77697
C 1.35284 0.95262 7.24269
C -2.32418 2.60523 -3.85374
O -4.79506 -1.13400 8.17863
H -0.98992 -1.20694 1.11814
C -3.62223 3.09781 -4.50630
C 1.27664 3.24431 -2.69775
H -3.84400 2.54325 -5.41608
H 0.94090 2.12614 -10.90538
H 5.95512 -4.27759 -6.10583
C -7.78521 -3.88784 9.89436
C 6.77028 -4.09983 -5.41609
C -5.43703 -1.49772 4.71198
C -4.04827 -1.54014 4.18622
C 0.36226 0.23935 8.08620
H 2.41050 1.56449 -3.57150
C -1.70906 2.18532 -8.68908
O 7.55437 -3.49007 -2.01122
C 5.47967 0.09840 -1.91487
H -6.97289 -4.22945 10.52308
H 9.89708 -3.45665 -3.09465
C -1.85162 1.26967 -4.40806
C 5.40116 1.53046 -2.29290
H -10.90058 -2.78111 7.74275
H -3.54744 4.15590 -4.74971
C 1.41097 1.28881 1.07763
C -0.35023 0.88244 9.00698
O 8.99679 -0.28435 -1.64545
H 2.20205 2.95311 -4.59896
H -0.01889 2.56678 -5.07429
H -2.40372 -1.19433 7.20565
H -0.00077 0.53519 -0.40013
H -1.93054 -1.45845 4.76784
C -0.06222 2.08400 -10.50084
C -1.15159 1.83283 -11.47929
H -1.76673 1.32935 -5.49001
C 6.64811 -0.49969 -1.69476
C 6.67448 2.28236 -2.41789
O -3.82963 -1.65742 2.99993
C 8.13392 -4.07687 -6.00731
H 6.72348 -1.54469 -1.42285
C 0.81610 3.05342 8.38409
O -0.17601 -1.52456 3.55581
S -0.01148 -0.54752 -3.51482
H 5.59717 -3.92010 -3.65940
O 1.33700 -0.50503 -3.08536
H 1.89364 3.06628 -1.81930
C 1.69953 2.32852 -3.85714
O -9.26035 -5.34739 11.00745
O 1.85028 2.13365 0.32729
C -8.75979 -2.51954 8.11221
C -2.93675 -1.42299 5.16798
H 0.22941 3.13169 -2.42189
H -11.20866 -4.51475 9.51727
H 0.26126 -0.82304 7.90193
C -0.17844 2.34214 9.23026
O -1.95007 2.34936 -7.51001
C 0.30320 -0.69382 2.81094
H -3.31730 1.58395 -11.68802
H 2.25570 2.90383 6.83453
C -10.25194 -4.05221 9.31106
C -0.19543 -0.53704 1.42271
C 0.53333 1.74028 -4.63446
C 9.27591 -3.83307 -5.08899
C 1.90815 1.12748 2.46513
H -3.80270 1.89591 -9.25620
H 0.45284 2.42604 -8.47149
C 1.39412 0.20304 3.27278
*
```

Atomic partial charges in e from the Löwdin method, atoms 1 to 4:
1. F -0.170
2. H 0.123
3. H 0.124
4. O 0.113

Density functional theory data (ωB97M-V with the def2-TZVPD basis set) for 8 unconnected molecules or ions with the total composition C48H40F8 in a non-equilibrium geometry.

The value obtained for the max |F| is 0.068 Eh/bohr. The HOMO energy (spin up / spin down) is 0.19 / -4.29 eV. The HOMO-LUMO gap (spin up / spin down) is 0.065 / 0.230 hartree.

Geometry as ORCA input:
```
! wB97M-V def2-TZVPD RIJCOSX def2/J DEFGRID3
* xyz -1 2
H -13.62114 13.32407 17.68972
C -19.45487 11.03443 24.31765
H -22.26280 7.21710 24.94967
H -15.75073 4.68365 24.44361
H -13.73035 10.46517 13.64252
C -21.60933 12.37042 23.21020
C -17.91990 12.27150 17.60342
C -15.99407 2.27181 18.12657
C -13.06166 2.62982 24.40492
C -14.98014 12.61691 22.01744
H -19.21512 11.71895 19.25160
C -21.70644 11.03808 23.57493
C -17.16899 2.42777 17.46185
H -12.23076 12.65422 20.03724
C -13.27943 13.87848 23.09061
H -14.35825 9.55527 15.90016
H -20.70699 9.35484 24.58875
C -17.53680 9.52432 21.62393
H -17.51744 8.08248 23.28118
C -18.60354 12.48424 18.79695
H -22.44481 12.96243 22.86684
H -22.68444 10.58645 23.49775
C -12.85029 12.82670 20.90490
H -21.65154 7.12038 22.66880
H -15.94462 12.13523 21.95297
C -19.33504 12.36289 23.88820
C -19.89008 5.88911 23.00925
H -18.08531 10.29563 22.14414
C -20.63764 10.35725 24.19279
C -13.67403 12.72011 16.79594
C -16.74571 3.81993 19.87736
C -12.48501 13.66253 21.98619
H -15.85197 6.67240 19.62301
H -16.22960 8.94725 18.64455
H -14.77870 2.88998 19.76471
H -20.77468 6.38047 26.74030
C -14.14739 12.29069 20.94670
C -13.97138 11.36648 16.90921
C -20.49311 6.25190 25.70560
H -16.58820 4.47271 20.72322
H -17.92037 11.30166 17.12821
H -18.80101 5.02760 26.13277
C -13.86705 3.68958 24.75484
H -20.33088 14.05858 23.06650
C -16.30339 7.43339 20.24228
H -18.82910 4.44357 19.57451
C -18.17916 3.17548 18.00871
F -19.29791 13.98493 20.50926
H -17.93561 15.85481 19.26082
F -11.33224 14.30852 21.98230
C -14.68406 1.96004 22.83081
C -13.44815 1.76486 23.37680
C -14.50834 13.33705 23.10195
H -15.02869 1.24969 22.09389
C -21.03000 6.54474 23.33867
H -16.54305 3.09482 22.96198
C -17.24802 8.32509 22.26385
C -17.34346 13.38984 16.97786
F -11.87918 2.44788 25.06549
F -15.01707 1.45313 17.64626
H -17.26241 1.87181 16.54067
C -14.00833 10.56491 15.74341
H -14.43477 11.54375 20.22150
C -13.45065 12.41214 14.39482
C -16.56757 7.30146 21.59408
C -18.56530 13.78492 19.39725
H -18.51839 10.63514 24.67816
H -16.84117 13.31457 16.02474
C -17.17218 9.68776 20.34075
H -18.08852 4.87403 23.73263
H -15.23492 13.44966 23.89302
C -17.98336 14.88230 18.79353
C -15.08202 3.86711 24.21451
F -18.16159 13.06066 24.09167
C -15.50401 3.00115 23.24128
H -16.80268 15.48579 17.10289
C -15.77625 2.92073 19.35198
H -12.82688 0.92133 23.11434
C -13.36001 13.22541 15.54834
H -12.88927 14.54020 23.84975
C -16.50904 8.67446 19.65147
C -20.41462 13.02417 23.36548
C -19.33523 5.56472 25.36302
C -17.97886 3.88357 19.21412
H -19.10665 3.34606 17.48233
C -19.00330 5.39431 23.97534
F -19.59351 5.75735 21.70053
H -13.18686 14.28805 15.46347
H -13.48506 4.36501 25.50601
H -13.24906 12.93342 13.47069
F -14.25989 10.74389 18.08878
F -16.28200 6.25999 22.38954
C -13.69423 11.06291 14.54131
H -17.33981 10.67097 19.92648
C -21.36438 6.67063 24.70353
C -17.38679 14.69550 17.55084
*
```

Atomic partial charges in e from the Löwdin method, atoms 1 to 4:
1. H 0.111
2. C -0.042
3. H 0.058
4. H 0.106

Density functional theory data (ωB97M-V with the def2-TZVPD basis set) for a molecular structure, C48H41AsN6O2Pd in a non-equilibrium geometry.

The value obtained for the max |F| is 0.026 Eh/bohr. The HOMO energy (spin up / spin down) is -11.60 / -12.31 eV. The HOMO-LUMO gap (spin up / spin down) is 0.226 / 0.151 hartree. The relative energy (zero: lowest compared OMol25 entry of this formula, charge and spin) is 8.9 kcal/mol.

Geometry as ORCA input:
```
! wB97M-V def2-TZVPD RIJCOSX def2/J DEFGRID3
* xyz 2 3
C 2.68080 -3.70609 -2.03969
C 0.78677 -0.38490 4.00087
N 2.05575 -1.46817 -1.50527
H 4.89531 1.77661 -6.11171
Pd 0.67998 -0.12351 -0.45725
H -2.74943 2.91216 7.76784
C 0.60261 -0.08940 2.65727
C -1.13616 1.18517 -6.59443
C -0.97607 2.45038 -4.12658
C -0.35179 0.96480 2.22825
H -4.73867 -2.70089 -1.69793
H -5.49894 1.46550 -1.00829
H 2.39036 1.48480 -4.23125
C -1.71926 1.73187 10.75810
H -1.33658 3.16054 -7.41963
H 0.90655 1.47789 -5.21743
H 2.46241 1.91028 -5.94341
C -2.64291 -0.04978 -2.02046
C 2.72826 -1.05277 -2.58595
H 1.87534 -1.58451 5.41804
H -0.94441 -0.65380 -5.50537
C -1.21635 1.36127 8.06213
C -0.19216 -3.88097 -3.98383
H -1.54366 0.16395 12.93811
H -1.58455 -5.50040 -3.75119
C -5.23301 -0.65783 -1.25415
C 2.20201 -0.21733 -5.57900
N -0.40986 1.23772 0.92326
C -2.34446 -3.68191 -2.90524
C -0.91404 1.13921 6.72151
H 6.09867 0.56714 -5.60284
C 1.73186 -1.34516 4.36733
H 1.81181 -0.40019 -6.57850
H 0.22433 -0.12580 8.71396
H 2.77018 -2.05759 1.24651
H -1.79544 1.58095 13.97401
H 1.63256 -0.85775 -4.91627
C -3.50716 0.97060 -1.65393
N 3.60556 -0.65702 -5.57322
C -0.90043 -1.77206 -3.08947
H 0.54508 -4.48272 -4.50684
C -4.80881 0.66801 -1.27061
C -1.35689 1.22823 13.05398
H 0.99647 -2.09999 -4.05752
O 5.34007 -1.85320 -4.72582
C -2.18973 2.32023 8.48466
C -4.37734 -1.67498 -1.66501
As -0.78139 0.07897 -2.55561
H -2.19772 2.52815 5.71012
C 5.42112 0.86179 -6.40622
H 2.73497 0.01472 -2.74753
C -0.91352 1.06336 -4.20499
C -1.95674 2.70516 2.69612
H -1.19577 0.68961 -7.55985
C -0.01631 0.34213 4.96027
C 2.46265 -1.95295 3.38078
H 5.00522 -1.14992 -7.03634
C -0.94050 1.32381 4.52732
C 4.45211 -0.27102 -6.71885
N -1.49093 1.81550 5.65103
C 2.21237 -1.59838 2.05549
H -2.57336 3.27089 3.38935
C 4.18823 -1.44303 -4.63690
H -0.21019 0.19868 11.09923
C 1.97802 1.24889 -5.21936
C -1.11782 1.68166 3.15266
C -2.43494 2.50309 9.79531
C -3.08197 -1.37130 -2.07415
C -0.98791 0.42405 -5.43722
C -0.51044 0.59826 9.04446
H -0.88042 2.95313 -3.17185
C 3.38831 -3.25636 -3.13969
H 1.42463 -3.09356 -0.40881
H -3.20015 2.00821 -1.71326
C -1.97624 2.99913 1.36417
O -2.02022 1.97602 11.98706
H 3.94588 -3.93768 -3.77327
H -6.24819 -0.89711 -0.95205
C -1.21537 2.57152 -6.51604
C 0.05829 -2.53743 -3.73580
H 3.77572 0.01206 -7.52318
C -1.38902 -4.45109 -3.55948
C -1.13453 3.20561 -5.28093
H -2.59223 3.79694 0.96763
N -0.00151 0.23798 6.27918
H -1.14364 2.44480 -0.53833
H -1.18956 4.28875 -5.21805
C -1.17610 2.23810 0.51226
H 3.21741 -2.69580 3.60938
H -3.27926 -4.13953 -2.59250
C 3.38204 -1.90432 -3.44569
H 6.02211 1.08801 -7.29371
C -0.75148 0.77632 10.36545
H -3.16506 3.22062 10.14745
H 2.63800 -4.76024 -1.79287
C -2.10917 -2.33174 -2.67213
C 2.00990 -2.78368 -1.25781
N 1.30062 -0.70683 1.70225
H -0.29058 1.43748 13.04773
*
```

Atomic partial charges in e from the Löwdin method, atoms 1 to 4:
1. C -0.026
2. C -0.071
3. N -0.054
4. H 0.066

Density functional theory data (ωB97M-V with the def2-TZVPD basis set) for a molecular structure, C48H41BClCsF5N10O3S2 in a non-equilibrium geometry.

The value obtained for the max |F| is 0.046 Eh/bohr. The HOMO energy (spin up / spin down) is -1.31 / -1.31 eV. The HOMO-LUMO gap (spin up / spin down) is 0.158 / 0.067 hartree. The relative energy (zero: lowest compared OMol25 entry of this formula, charge and spin) is 55.2 kcal/mol.

Geometry as ORCA input:
```
! wB97M-V def2-TZVPD RIJCOSX def2/J DEFGRID3
* xyz -2 2
N 0.70903 0.90019 3.48886
H 2.76826 -4.39805 -0.08484
C -2.99755 2.18321 1.00647
H 0.20612 8.02736 -4.50716
C 2.79790 -3.96850 -1.08409
F -3.85783 -1.88732 -8.17796
H -0.68925 6.07758 -5.73765
H -0.37152 5.14504 3.58437
H 1.83597 2.90703 5.47053
N 2.33994 5.44157 3.52661
C -4.91724 -1.36197 -0.64960
C 3.60702 1.77350 -1.61641
C -3.52240 -1.32305 -0.88008
C 0.21824 5.76214 -1.99084
S -0.52244 -3.98237 0.82577
O 1.82352 -1.83021 -0.96362
C 3.04969 4.11647 -0.57448
H 6.96657 -6.08605 -3.39995
H -0.99293 3.91201 -4.56841
H -2.00015 0.10505 -1.40359
N 2.30240 3.32177 1.34297
H 3.73348 7.68186 4.06085
H 3.34770 4.78532 -1.36759
H 0.41744 -2.22098 3.39919
C 3.11976 2.70588 -0.54997
H 5.55103 -6.73401 -2.54790
H -6.13135 -4.52440 1.59364
O 4.07360 -1.96871 -0.79805
S 0.19105 0.86533 -4.99817
Cs 0.89045 0.02320 0.24345
C -1.92895 2.94220 1.73041
F 0.34253 -1.88534 -6.16447
C -2.22540 -4.13715 1.01972
C 1.22893 -0.27080 3.81271
C -0.78794 -1.25146 -6.40778
C 2.58957 5.99293 4.70605
H 2.83316 -2.62595 -5.71542
C 4.08045 -4.30583 -3.04307
H 2.30768 5.42022 1.09255
H 0.78413 7.82095 -2.11190
N 2.02644 4.14897 3.77144
C 0.38990 6.96849 -2.65017
H 0.60537 -1.85691 5.11996
C -1.74093 -1.90137 -7.16151
H 4.59451 2.08170 -1.96389
C 2.97276 7.43834 4.80377
H 3.86647 1.57060 3.21230
H 3.34613 -1.00036 3.97511
H -0.69235 -1.09185 4.17963
C -5.42710 -2.36262 0.12323
N 0.03561 3.40026 2.44361
Cl 4.83818 -3.68790 -7.46213
N 2.66281 2.24800 0.60457
C -0.43745 5.98903 -4.68819
H 6.35543 -5.30649 -1.92106
C -3.16981 -3.19027 0.43993
C -2.92656 -0.29632 -1.80843
F -4.34766 0.60657 -7.24872
C -2.94341 -1.27057 -7.44470
N -2.69921 -2.18337 -0.33760
C -4.16810 -5.33179 1.94646
C 2.43313 5.04960 5.73997
C -4.56845 -3.33859 0.67812
C 2.06830 3.88988 5.09195
H 2.11157 8.08499 4.61922
H -2.93983 4.67087 2.74543
H 3.67521 0.75421 -1.23169
C -0.45925 3.40798 -2.01915
H 2.56401 5.19883 6.79978
C -5.06164 -4.42321 1.43644
H 6.21490 -5.23211 -5.50845
C -0.98652 0.05385 -5.90905
H -3.15583 2.58101 0.00001
C 2.92897 -2.42825 -0.94188
C 6.06911 -5.81738 -2.84094
B 1.53848 3.15171 2.68214
H -5.55882 -0.60112 -1.08179
C -0.76380 4.35709 2.96022
H -2.70687 1.13700 0.90651
H 0.47615 5.65024 -0.94621
F -1.52189 -3.12833 -7.62884
C 4.53939 -3.91767 -5.74860
H 1.85971 -4.20623 -1.58749
C -2.78830 -5.19040 1.74990
H 2.92534 1.78071 -2.47221
H -4.53592 -6.17691 2.52200
H -3.94306 2.23295 1.54787
C -2.04640 4.10907 2.52104
N -0.67290 2.53200 1.69760
C 3.48166 -3.27357 -5.14106
H 3.36565 7.66532 5.79534
C 5.38373 -4.74016 -5.01700
C -2.23055 0.64824 -6.21414
F -2.50572 1.87118 -5.78189
N -0.60947 2.40061 -1.48824
C -0.61313 4.77741 -4.03988
H -2.10889 -5.91206 2.18427
N 1.74455 1.72803 3.21488
C 0.34294 -1.42903 4.14979
H 2.43873 -2.93514 -3.30354
H -6.49225 -2.42915 0.32446
C 5.17064 -4.93772 -3.66361
C -0.28263 4.66753 -2.69060
C 0.06463 7.08338 -3.99568
C 2.51601 4.46075 0.64789
C 2.92087 1.07951 3.38070
H -3.62023 0.52531 -1.99913
O 3.91092 -4.58393 -1.74292
C -3.18816 0.00908 -6.96656
H -2.68144 -0.77332 -2.76353
C 3.25254 -3.46343 -3.78336
C 2.64345 -0.21034 3.76668
*
```

Atomic partial charges in e from the Löwdin method, atoms 1 to 4:
1. N 0.092
2. H 0.125
3. C -0.043
4. H 0.097

Q: Look up the max |F| of the second one.
A: 0.068 Eh/bohr

Q: The highest max |F| belongs to which entry?
A: C48H40F8